# 1
The following is a DFT calculation (wB97M-V/def2-TZVPD) of a 2-piece molecular cluster, C11H15N overall.

Last column: natural (NBO) charge in e.
CARTESIAN COORDINATES (ANGSTROEM)
N (0.751833, 1.302678, 1.582371)  -0.548
C (0.276361, 0.085730, 1.972753)  -0.017
C (0.882870, -3.279869, -0.893805)  -0.588
C (-0.713040, 0.533956, -0.053483)  -0.066
C (-0.254696, 2.696720, -1.687653)  -0.226
C (-0.920729, 1.556018, -2.119286)  -0.238
C (2.149168, -3.242205, -0.093503)  -0.593
C (0.123488, 1.638883, 0.375373)  0.133
C (-0.595342, -0.515555, 1.074127)  -0.100
C (0.260864, 2.802215, -0.361317)  -0.240
C (-1.404023, -1.684846, 1.359044)  -0.646
C (-1.377998, 0.605686, -1.257883)  -0.204
H (2.480010, -2.406562, -0.343214)  0.193
H (1.699020, 1.529015, 1.657109)  0.400
H (-2.002396, -2.059678, 0.534315)  0.230
H (0.957248, -3.044550, -1.943755)  0.206
H (0.146634, 3.642349, -2.231512)  0.226
H (0.172060, -2.604156, -0.412205)  0.206
H (1.981304, -3.542683, 0.983403)  0.203
H (0.567364, 3.667470, 0.135473)  0.217
H (-1.266190, 1.337087, -3.164284)  0.217
H (-0.640938, -2.486542, 1.786203)  0.215
H (-2.057974, -0.130120, -1.684791)  0.217
H (2.919536, -3.896075, -0.518336)  0.194
H (-2.001512, -1.550941, 2.293284)  0.230
H (0.848270, -0.375917, 2.793284)  0.201
H (0.373201, -4.377847, -0.847759)  0.180

Force components x, y, z for each atom (eV/Å):
N -2.29 0.64 -1.19
C 0.70 -2.18 -0.42
C -2.55 -3.37 0.75
C 0.70 -0.73 3.39
C 2.54 2.78 0.78
C -1.12 1.04 -2.44
C -2.18 -7.70 1.45
C -0.39 -1.40 -0.27
C 0.80 4.45 -0.49
C -1.88 -2.70 -1.28
C 1.14 -2.50 2.47
C 0.63 -1.16 0.12
H 3.35 7.99 -0.54
H 1.41 0.45 0.54
H 0.08 -0.14 0.09
H 0.35 0.22 -0.25
H -1.49 -2.07 -0.10
H -0.05 -0.06 -0.38
H 0.38 0.94 -1.17
H 0.96 1.40 0.08
H 0.54 1.14 0.83
H -1.59 0.93 -1.32
H 0.20 -0.15 0.58
H -0.26 -0.49 0.21
H -0.15 0.19 -1.04
H -0.85 0.03 -0.23
H 1.02 2.46 -0.15

Its SMILES is Cc1c[nH]c2ccccc12.CC. For the energy, the calculation gives -13137.862 eV. The lowest unoccupied orbital energy is 0.92 eV. Its net charge is 0. Its orbital gap is 8.6815 eV.

# 2
The following is a DFT calculation (wB97M-V/def2-TZVPD) of C32H50BrCl2F2N5O9P2S as an isolated structure.

Last column: Löwdin charge in e.
CARTESIAN COORDINATES (ANGSTROEM)
Br (3.308480, 4.064137, -1.174735)  -0.002
Cl (-9.788120, 3.386141, -2.803683)  0.575
Cl (-7.292730, 3.434235, -0.506188)  0.632
S (2.449299, 1.981983, -5.195217)  0.681
P (-6.113183, 5.046371, 1.435784)  0.717
P (2.997842, -5.038593, 3.254147)  0.712
F (4.214772, -0.300060, -1.555082)  -0.647
F (-11.488408, 4.351453, 1.292015)  0.066
O (3.451004, 1.475192, 0.454028)  -0.042
O (-5.882238, 6.499774, 1.435961)  -0.381
O (1.661711, 3.081685, -5.677653)  -0.331
O (-14.735758, 1.379298, 0.727956)  0.197
O (-12.925104, 2.613126, 1.289786)  0.133
O (-14.009961, 3.021295, -0.635105)  0.075
O (3.863661, 2.152989, -5.318874)  -0.320
O (1.230845, 1.440409, 0.740416)  0.028
O (3.371012, -3.912398, 2.335423)  -0.274
N (3.191692, -4.262407, 4.769197)  -0.316
N (0.883562, 2.145635, -2.925682)  -0.029
N (-4.720970, 4.341869, 0.566679)  -0.185
N (4.356026, -6.074924, 2.904669)  -0.342
N (2.047761, -6.392502, 3.891262)  -0.301
C (5.612778, -5.874878, 3.612738)  -0.131
C (-2.570825, 3.411685, -0.853513)  -0.114
C (2.213206, -3.209040, 5.008002)  -0.136
C (-3.242555, 4.576595, -1.258380)  0.063
C (-8.055133, 3.144803, -3.127087)  -0.648
C (2.648952, -0.140003, 1.934792)  -0.082
C (-4.116521, 3.208062, 0.961201)  -0.057
C (-0.185170, 3.019580, -0.980017)  0.039
C (4.576775, 0.682596, 0.873688)  -0.164
C (3.522461, -4.925692, 6.010075)  -0.137
C (-1.395876, 2.968886, -1.619783)  -0.161
C (2.345325, 1.010055, 0.996441)  -0.483
C (7.764463, 0.875323, -6.057920)  -0.105
C (4.614686, -6.173150, 1.467671)  -0.144
C (-0.308217, 2.108677, -3.565411)  -0.022
C (-3.037551, 2.723463, 0.267119)  0.059
C (6.993029, 0.032339, -3.938021)  -0.069
C (-13.976189, 2.249134, 0.485497)  -0.536
C (2.183314, 1.687276, -3.453099)  -0.176
C (-12.073534, 3.413162, 0.500961)  -0.332
C (-4.314958, 5.014095, -0.525608)  -0.063
C (2.596413, -7.730192, 4.050421)  -0.137
C (-13.018230, 4.039213, -0.488803)  -0.061
C (8.253850, -0.495266, -3.692924)  -0.097
C (4.145073, 0.025899, 2.174979)  -0.152
C (0.940865, 2.588061, -1.671048)  -0.137
C (9.023306, 0.342490, -5.813526)  -0.119
C (-7.375080, 2.415692, -1.997603)  -0.562
C (0.735421, -6.486594, 3.218740)  -0.143
C (6.750177, 0.722096, -5.121053)  -0.084
C (-1.459730, 2.515188, -2.967170)  0.016
C (9.268398, -0.339574, -4.629075)  -0.116
H (7.573299, 1.411253, -6.979971)  0.094
H (-2.405093, 2.496984, -3.489110)  0.118
H (-4.828531, 5.918764, -0.821983)  0.140
H (2.085552, -2.595618, 4.114971)  0.061
H (6.201435, -0.091588, -3.204493)  0.085
H (-13.482996, 4.948185, -0.104325)  0.148
H (4.663996, -0.906854, 2.388117)  0.110
H (-4.461640, 2.668285, 1.833142)  0.139
H (2.548907, -2.546023, 5.807261)  0.081
H (-7.889648, 1.491278, -1.746845)  0.077
H (5.569492, -6.283087, 4.623958)  0.051
H (2.966712, 2.225793, -2.889534)  0.043
H (4.317115, 0.704134, 3.017898)  0.109
H (2.878583, -8.202450, 3.106207)  0.082
H (1.229841, -3.621512, 5.285409)  0.079
H (5.442586, 1.329980, 1.004283)  0.125
H (3.454875, -7.731095, 4.717956)  0.071
H (-6.113097, 4.571312, 2.763516)  0.052
H (-7.608545, 4.120583, -3.305637)  0.072
H (0.068614, -7.159851, 3.759690)  0.075
H (-7.339790, 4.826053, 0.768223)  -0.085
H (5.908538, -4.819904, 3.668396)  0.091
H (5.768569, 1.137444, -5.304769)  0.061
H (3.849610, -4.180441, 6.738694)  0.085
H (4.351071, -5.619490, 5.902524)  0.047
H (0.253543, -5.504224, 3.197279)  0.073
H (-7.975803, 2.561036, -4.042100)  0.082
H (1.833768, -8.353446, 4.527937)  0.085
H (4.781477, -0.050652, 0.068633)  0.077
H (9.813783, 0.459979, -6.545104)  0.090
H (2.672080, -5.470922, 6.446800)  0.081
H (-0.362577, 1.737685, -4.578866)  0.133
H (0.827037, -6.839711, 2.184936)  0.079
H (2.283477, 0.616359, -3.246111)  0.125
H (8.444393, -1.027234, -2.769541)  0.098
H (2.070666, -0.058836, 2.854537)  0.111
H (2.150314, 0.810710, -5.823119)  0.085
H (-2.540429, 1.812548, 0.574578)  0.149
H (-2.894792, 5.112690, -2.129873)  0.145
H (3.678636, -6.251933, 0.910031)  0.073
H (10.251966, -0.750278, -4.434914)  0.091
H (5.192712, -7.076998, 1.259865)  0.080
H (5.159782, -5.307416, 1.079911)  0.085
H (-11.300594, 2.786539, 0.050328)  0.156
H (2.421359, -1.076818, 1.422764)  0.128
H (6.412625, -6.427778, 3.117935)  0.081
H (1.922219, 2.578507, -1.215644)  -0.108
H (-12.539857, 4.264017, -1.439200)  0.121
H (-6.348869, 2.172388, -2.272089)  0.077
H (-0.086490, 3.356966, 0.040063)  0.137

Force components x, y, z for each atom (eV/Å):
Br 0.43 1.25 -0.28
Cl -0.04 0.03 0.02
Cl -0.66 -1.69 -1.96
S 1.80 1.59 -0.01
P -0.09 3.23 0.92
P 5.68 -0.94 2.72
F -0.39 -0.16 -0.76
F 0.11 -0.09 0.01
O -0.70 -0.08 0.46
O 0.19 -0.02 -0.14
O -1.15 -0.66 0.08
O -0.02 0.03 0.05
O -0.02 -0.15 -0.49
O 0.24 -0.05 0.27
O -0.03 -0.66 -0.05
O 0.04 0.04 0.15
O -3.45 -0.18 -0.91
N 0.13 0.39 -0.04
N -0.40 0.26 0.12
N -0.72 -0.40 0.67
N 0.29 -0.30 0.43
N -2.18 0.94 -1.95
C -0.03 0.14 0.27
C -0.33 0.36 -0.65
C -0.11 0.19 -0.41
C 0.00 -0.56 0.31
C 0.02 0.08 -0.03
C 0.27 0.14 0.33
C 0.63 -0.46 -0.14
C -0.56 -0.02 -0.30
C 1.18 -0.74 0.10
C -0.29 -0.52 0.12
C 0.40 -0.16 0.11
C 0.04 -0.38 -0.05
C -0.01 -0.04 0.03
C -0.26 0.03 -0.09
C -0.42 -0.10 -0.80
C 0.26 -0.04 -0.06
C -0.12 -0.01 0.11
C -0.25 -0.08 0.03
C -0.65 -0.76 0.00
C -0.03 0.26 0.42
C 0.48 0.36 -0.69
C 0.43 -0.20 -0.10
C -0.09 0.17 -0.47
C 0.03 0.04 -0.10
C -0.11 0.16 0.16
C 0.63 -0.44 0.41
C 0.03 0.00 -0.01
C 0.07 -0.24 -0.09
C -0.13 0.27 0.23
C 0.04 -0.08 0.01
C -0.03 0.37 0.75
C 0.01 -0.02 0.01
H 0.00 0.01 0.00
H 0.09 -0.15 -0.15
H -0.24 -0.01 0.43
H 0.06 -0.07 -0.04
H -0.09 0.03 0.04
H 0.12 -0.02 0.19
H -0.01 -0.03 -0.16
H -0.33 0.31 0.05
H 0.06 -0.10 0.05
H -0.06 0.08 0.09
H -0.01 0.08 0.00
H 0.07 0.02 -0.28
H -0.08 -0.04 0.02
H 0.04 -0.02 0.02
H 0.03 0.05 0.13
H -0.20 0.26 -0.10
H 0.09 0.10 -0.14
H 0.24 -0.98 -0.47
H -0.03 0.01 0.05
H 0.07 -0.02 0.04
H 0.53 -0.08 1.07
H 0.06 -0.02 0.01
H 0.15 -0.02 0.02
H -0.07 0.11 -0.09
H -0.10 -0.05 -0.10
H 0.04 -0.01 -0.04
H -0.01 -0.08 0.05
H -0.16 0.20 -0.02
H -0.33 0.43 0.02
H 0.01 0.01 0.01
H 0.00 0.00 -0.02
H 0.38 0.04 0.00
H -0.09 -0.09 0.02
H 0.39 -0.02 0.10
H -0.01 0.00 0.01
H -0.24 -0.07 -0.16
H -0.37 0.11 0.21
H -0.03 0.04 0.12
H -0.11 0.13 0.04
H 0.02 0.04 -0.01
H 0.01 0.00 -0.01
H 0.02 -0.01 0.11
H -0.07 0.02 -0.04
H 0.12 0.10 0.07
H -0.03 0.01 -0.01
H -0.09 0.03 -0.18
H -0.13 -0.29 0.33
H -0.14 -0.17 -0.10
H 0.01 0.10 0.05
H 0.25 -0.07 0.00

For the energy, the calculation gives -189800.707 eV. The lowest unoccupied orbital energy is -3.16 eV. Its net charge is 0. Its orbital gap is 3.3984 eV.